# 1
# C3H14IrN3O

A structure of composition C3H14IrN3O at a distorted geometry (ωB97M-V with the def2-TZVPD basis set, the OMol25 dataset).

Each line ends with the Mulliken spin population.
CARTESIAN COORDINATES (ANGSTROEM)
C -1.134060 1.488922 -2.851041  0.25
Ir -0.382629 0.707486 -1.233121  3.44
N 0.504843 -1.044702 -1.892218  0.21
H -1.548728 1.420074 -0.334669  0.43
H -0.162916 1.898025 -2.226046  0.40
H -1.833364 2.326705 -2.861928  0.03
H -1.671340 0.625814 -2.386289  0.09
H -0.789671 1.203655 -3.846165  0.04
H 0.167405 -1.888918 -1.419553  0.00
H 1.521822 -1.015184 -1.771222  -0.01
H 0.358350 -1.216694 -2.891956  0.00
C 2.026300 -0.216424 2.757247  0.01
N 0.617985 -0.547177 2.605007  -0.02
C -0.113434 -0.355724 1.495611  0.12
N -1.420676 -0.689993 1.514554  0.03
O 0.435740 0.071685 0.412202  -0.04
H 2.416068 0.212021 1.829897  0.00
H 2.590112 -1.119771 3.011683  0.00
H 2.147915 0.502466 3.574419  0.00
H 0.126122 -0.922644 3.414477  0.00
H -2.002967 -0.443261 0.718912  0.03
H -1.852883 -0.996358 2.380197  -0.01

Forces on atoms 1 to 6 (eV/Å):
C -1.9479 2.8072 -4.5926
Ir 2.6953 0.2672 2.9999
N 0.8845 -3.3829 -1.1339
H -1.8336 0.0643 1.4755
H 1.3570 2.8082 -1.9738
H -0.0087 -0.0887 -0.2856

Computed properties:
Energy, Ha: -465.90167
Multiplicity: 6
E_LUMO (alpha / beta), eV: -3.02 / -6.72
Total charge: +1
Relative energy (zero: lowest compared OMol25 entry of this formula, charge and spin), eV: 2.168
Gap between HOMO and LUMO (alpha / beta), eV: 4.111 / 7.221
Strongest force on any atom, eV/Å: 5.72
E_HOMO (alpha / beta), eV: -7.1 / -13.9
⟨S²⟩: 8.76

---

# 2
# C24H34N4O9

A cluster of 7 separate species, C24H34N4O9 in total at a distorted geometry (ωB97M-V with the def2-TZVPD basis set, the OMol25 dataset).

Each line ends with the Löwdin charge.
CARTESIAN COORDINATES (ANGSTROEM)
N 2.188850 21.461950 -9.361010  0.31
H 3.147850 21.778470 -9.345770  0.08
H 1.706880 21.696050 -10.217160  0.07
H 1.713760 22.018000 -8.664460  0.05
H 2.108720 20.460130 -9.260800  0.07
C 1.780290 25.285540 -6.887310  -0.13
C 1.189110 23.887230 -7.169190  -0.51
O 0.630560 23.646490 -8.448440  -0.37
H 1.956440 25.534640 -5.840880  0.04
H 0.976720 26.002890 -7.053980  0.05
H 2.646230 25.580430 -7.480010  0.03
H 0.345190 23.743930 -6.494380  0.07
H 1.885680 23.074960 -6.961580  0.05
C 3.638540 17.708750 -9.881040  -0.14
C 2.206300 17.601750 -10.371110  -0.57
O 1.337820 18.573390 -9.934890  -0.33
H 3.577220 18.064360 -8.852510  0.04
H 4.289710 18.391520 -10.426850  0.03
H 4.146790 16.745820 -9.931560  0.04
H 1.866080 16.746550 -9.787180  0.05
H 2.176430 17.226690 -11.394120  0.06
C 1.557760 21.083960 -12.536540  -0.13
C 0.154100 21.782680 -12.371000  -0.53
O -0.599660 21.582520 -11.191270  -0.39
H 1.579330 20.168150 -13.127230  0.05
H 2.014000 20.663350 -11.640410  0.02
H 2.181440 21.865380 -12.970720  0.03
H -0.464600 21.609520 -13.251530  0.05
H 0.335670 22.855610 -12.433900  0.03
C 2.553770 18.577530 -1.958090  -0.07
C 3.762260 18.948060 -2.650210  -0.07
C 3.634480 19.289840 -3.983270  -0.04
C 2.449240 19.168120 -4.717170  -0.11
C 1.285460 18.831210 -4.033070  0.00
C 1.335320 18.619570 -2.657410  -0.09
N 2.535540 19.477000 -6.181210  -0.34
O 1.481120 19.638520 -6.743370  0.13
O 3.586520 19.196090 -6.682600  0.08
H 2.516510 18.199350 -0.947150  0.09
H 4.729230 19.089720 -2.190540  0.09
H 4.513980 19.682130 -4.472130  0.11
H 0.356540 18.668150 -4.559290  0.12
H 0.400070 18.376930 -2.174900  0.10
C 5.875300 21.922260 -14.779290  -0.08
C 6.470190 23.026210 -14.169720  -0.06
C 6.563890 23.086590 -12.767590  -0.01
C 6.047330 22.088870 -11.952480  -0.11
C 5.461630 20.945800 -12.602060  0.02
C 5.347420 20.956090 -13.959380  -0.10
N 6.029300 22.291040 -10.515030  -0.33
O 6.886690 23.015870 -10.044570  0.07
O 5.191710 21.692190 -9.841610  0.07
H 5.908290 21.756640 -15.846010  0.10
H 6.917740 23.656460 -14.923970  0.10
H 7.021820 23.988710 -12.389590  0.10
H 5.006710 20.113870 -12.085020  0.11
H 5.001100 20.043930 -14.422440  0.11
C 2.936830 24.747830 -10.982930  -0.06
C 3.876270 24.756640 -10.009380  -0.07
C 5.093540 25.461290 -10.209410  0.01
C 5.361370 26.113240 -11.454900  -0.17
C 4.454130 25.930200 -12.478800  -0.02
C 3.199760 25.301540 -12.218530  -0.03
N 6.688060 26.728690 -11.671090  -0.35
O 7.614250 26.628890 -10.893850  0.06
O 6.916320 27.068950 -12.824480  0.03
H 2.017150 24.240560 -10.731430  0.11
H 3.605860 24.373340 -9.036560  0.10
H 5.728730 25.683680 -9.364740  0.11
H 4.670200 26.301620 -13.469630  0.11
H 2.413200 25.299250 -12.958600  0.10

Forces on atoms 1 to 6 (eV/Å):
N 0.5715 0.5809 0.1927
H 0.2784 -0.2279 -0.4275
H -0.6992 0.1702 -0.5702
H -1.4488 0.7540 0.6100
H -0.4510 -1.5574 0.0167
C -0.7959 0.3280 0.0785

Computed properties:
Energy, Ha: -1830.56112
E_LUMO, eV: 3.22
Total charge: -2
Relative energy (zero: lowest compared OMol25 entry of this formula, charge and spin), eV: 0.000
Gap between HOMO and LUMO, eV: 2.776
Strongest force on any atom, eV/Å: 3.56
E_HOMO, eV: 0.4

---

# 3
# C5H7NO

An isolated molecule of C5H7NO (ωB97M-V with the def2-TZVPD basis set, the OMol25 dataset).

Each line ends with the Löwdin charge.
CARTESIAN COORDINATES (ANGSTROEM)
C -1.875499 -0.240852 0.106034  0.00
C -0.397720 -0.434591 0.017296  -0.36
N 0.302597 -1.359075 0.850011  0.02
C 0.918049 -0.027633 1.085030  -0.02
C 1.857475 0.112512 -0.155734  -0.08
C 0.500000 0.378147 -0.652288  -0.35
O 0.184432 1.604519 -1.124235  0.08
H -2.220073 0.516527 -0.604899  0.08
H -2.150535 0.053404 1.122282  0.10
H -2.383659 -1.182500 -0.121436  0.09
H 0.897192 -1.974117 0.286200  0.09
H -0.454388 1.996172 -0.510560  0.12
H 2.356817 -0.808426 -0.467470  0.11
H 2.494272 0.992742 -0.214127  0.11

Forces on atoms 1 to 6 (eV/Å):
C 0.0531 0.0219 -0.0006
C -0.2993 0.1118 -0.1648
N 0.0512 -0.0704 -0.0991
C 0.2865 -0.1481 0.1416
C 0.1743 0.0202 -0.0388
C -0.0603 -0.0374 0.0989

Computed properties:
Energy, Ha: -324.56132
E_LUMO, eV: 0.75
Relative energy (zero: lowest compared OMol25 entry of this formula, charge and spin), eV: 4.439
Gap between HOMO and LUMO, eV: 9.177
Strongest force on any atom, eV/Å: 0.36
E_HOMO, eV: -8.4
SMILES: C[C@]12N[C@@]13C[C@@]23O

---

# 4
# C5H9NO

A cluster of 2 separate species, C5H9NO in total at a distorted geometry (ωB97M-V with the def2-TZVPD basis set, the OMol25 dataset).

Each line ends with the Löwdin charge.
CARTESIAN COORDINATES (ANGSTROEM)
C 1.602366 -1.086496 0.511586  -0.38
C -2.155333 -0.332052 1.433676  -0.02
C -1.895866 0.280968 0.286403  -0.31
C -1.629108 -0.301021 -1.032043  -0.14
C 2.914203 0.895594 -0.446903  -0.06
N 1.879735 -0.143098 -0.189780  0.06
O 1.205905 -2.023268 1.032726  0.16
H -2.100758 0.278098 2.357238  0.06
H -2.507049 -1.387710 1.336097  0.08
H -1.673312 1.322586 0.275577  0.08
H -0.791395 -1.054909 -1.145663  0.09
H -1.366144 0.497912 -1.728797  0.06
H -2.700219 -0.547700 -1.391211  0.11
H 3.868511 0.617565 -0.157039  0.05
H 2.798052 1.248026 -1.434820  0.05
H 2.550409 1.735505 0.292953  0.12

Forces on atoms 1 to 6 (eV/Å):
C 1.2218 2.9253 -2.3666
C -0.6287 -0.1430 -0.4334
C 1.5121 0.2432 1.0497
C -1.6428 -0.5184 -2.0197
C -4.1889 1.1919 3.2029
N 0.7413 -0.1896 -0.0468

Computed properties:
Energy, Ha: -325.83926
E_LUMO, eV: 0.68
Relative energy (zero: lowest compared OMol25 entry of this formula, charge and spin), eV: 2.675
Gap between HOMO and LUMO, eV: 9.984
Strongest force on any atom, eV/Å: 5.41
E_HOMO, eV: -9.3
SMILES: CN=C=O.C=CC

---

# 5
# C5H15N3

A structure of composition C5H15N3 at a distorted geometry (ωB97M-V with the def2-TZVPD basis set, the OMol25 dataset).

Each line ends with the Löwdin charge.
CARTESIAN COORDINATES (ANGSTROEM)
C -1.645703 1.020809 -1.781423  0.10
C -0.914135 -0.407802 -0.530523  -0.03
C -0.900354 -1.659467 -1.233959  -0.12
C -0.075648 -0.114191 0.836774  -0.12
C 1.419609 -0.183354 0.661234  -0.33
N 1.835328 -1.424602 0.256972  0.10
N -2.149507 2.265264 -1.194225  0.14
N 2.166702 0.226327 2.190769  0.19
H -2.428777 0.586960 -2.368297  0.08
H 0.001143 -2.280602 -0.881335  0.10
H -1.862705 -2.219232 -1.333057  0.12
H -0.677573 -1.374401 -2.287855  0.11
H -0.380948 -0.935256 1.625450  0.17
H -0.327123 0.906537 1.212851  0.11
H 1.910261 0.623054 0.201837  0.13
H 2.780410 -1.464575 -0.110986  0.14
H 1.257639 -2.212803 0.620752  0.14
H -1.567831 2.832373 -0.629304  0.15
H -3.054717 2.049905 -0.779333  0.17
H -2.469923 2.832629 -1.991393  0.18
H 3.074121 -0.181435 2.138054  0.12
H 1.662770 -0.168490 2.967525  0.13
H 2.346959 1.282350 2.409472  0.20

Forces on atoms 1 to 6 (eV/Å):
C 2.8129 -3.4328 4.0105
C -1.1890 4.4373 -0.2416
C 1.5337 -1.2506 -1.1619
C -1.7736 -0.0334 -0.4455
C 0.1587 -1.2853 0.6603
N -0.5304 0.5471 0.7762

Computed properties:
Energy, Ha: -362.94706
E_LUMO (alpha / beta), eV: -8.26 / -7.46
Total charge: +2
Relative energy (zero: lowest compared OMol25 entry of this formula, charge and spin), eV: 7.267
Gap between HOMO and LUMO (alpha / beta), eV: 7.511 / 9.606
Strongest force on any atom, eV/Å: 5.98
E_HOMO (alpha / beta), eV: -15.8 / -17.1

---

# 6
# C6H11OP

An isolated molecule of C6H11OP at a distorted geometry (ωB97M-V with the def2-TZVPD basis set, the OMol25 dataset).

Each line ends with the Löwdin charge.
CARTESIAN COORDINATES (ANGSTROEM)
C 1.411065 1.244370 1.385041  0.13
C 1.595383 0.466728 0.381348  -0.46
C 0.683701 0.207765 -0.748268  -0.24
C -0.550901 1.140987 -0.860602  -0.47
C 2.886133 -0.393103 0.404867  -0.07
C -3.150417 -1.333868 0.163134  -0.26
O -2.070438 -0.610134 -0.233813  -0.54
P -1.851430 0.952267 0.380200  0.94
H 1.894305 1.799141 2.253743  0.07
H 1.046461 0.415265 -1.689960  0.08
H 0.414680 -0.914865 -0.712054  0.14
H -0.259711 2.175240 -0.742117  0.05
H -1.202575 1.005526 -1.824501  0.11
H 3.461678 -0.087767 1.246144  0.04
H 3.468272 0.002736 -0.488904  0.10
H 2.673874 -1.517394 0.357546  0.10
H -2.888147 -2.388373 0.146629  0.08
H -4.004294 -1.160976 -0.583534  0.10
H -3.557647 -1.003542 1.165094  0.08

Forces on atoms 1 to 6 (eV/Å):
C -0.3327 2.6357 2.0777
C 1.4819 -1.5116 0.0285
C -2.8114 -1.3622 0.8070
C -1.4315 -0.0242 -0.2809
C -0.4291 0.2495 -2.1172
C -3.0855 -0.1009 0.1132

Computed properties:
Energy, Ha: -651.62943
E_LUMO (alpha / beta), eV: -0.07 / 0.26
Relative energy (zero: lowest compared OMol25 entry of this formula, charge and spin), eV: 5.200
Gap between HOMO and LUMO (alpha / beta), eV: 8.079 / 7.472
Strongest force on any atom, eV/Å: 3.37
E_HOMO (alpha / beta), eV: -8.1 / -7.2